DFT (ωB97M-V with the def2-TZVPD basis set) results for a cluster of 2 separate species, C5H12NO2 in total at a distorted geometry.

Output
Highest occupied orbital energy (alpha / beta), Ha: 0.0529 / 0.0586
2S+1: 2
Charge: -2
Calculated total energy, hartree: -402.6275
ΔE to the lowest compared entry with this formula, charge and spin, kcal per mole: 128.6
<S²>: 0.760

Geometry as XYZ:
```
20
Properties=species:S:1:pos:R:3:forces:R:3
C -1.41178 -0.07737 -0.32777 0.289 -0.746 -1.690
N -0.47439 0.21667 0.71311 0.379 -0.283 -1.036
C 0.89456 -0.22634 0.27098 -1.539 -1.947 -2.010
C 1.28569 0.25944 -1.14636 0.788 1.388 0.567
O 2.58885 -0.18099 -1.44454 0.800 -0.142 0.414
C 1.97251 0.18243 1.25381 1.110 -1.555 2.250
O 3.37691 0.09405 0.90049 -1.849 -0.006 -0.577
C -2.94120 -0.10433 -0.02273 0.107 -1.719 -1.631
H -1.41189 0.64915 -1.22617 0.422 -0.491 0.569
H -1.15007 -1.10994 -0.83149 -0.511 1.102 0.472
H -2.22250 0.27301 1.62481 0.734 0.111 1.865
H 0.99504 -1.37477 -0.03151 -0.458 1.023 1.402
H 1.24735 1.37308 -0.92780 -0.025 -0.272 -1.105
H 0.64207 -0.04002 -2.02275 0.109 0.404 1.105
H 3.18044 -0.14219 -0.44346 -1.034 0.414 -0.334
H 1.77421 -0.55812 2.15929 0.278 1.335 -1.078
H 1.67908 1.18399 1.62225 0.228 -0.057 -0.132
H -3.23018 -1.00496 0.56098 0.020 0.936 0.184
H -3.28303 0.84766 0.31347 -0.434 0.432 0.669
H -3.51167 -0.26044 -0.99459 0.585 0.074 0.099
```
Positions in Å, forces in eV/Å.

Atom charges from the Mulliken analysis, given in e for atoms 1 to 6: number 1, C, carries 0.085; number 2, N, carries -0.722; number 3, C, carries 0.137; number 4, C, carries -0.578; number 5, O, carries -0.668; number 6, C, carries -0.458

DFT (ωB97M-V with the def2-TZVPD basis set) results for the ion C5H12NO2 with charge -2 at a distorted geometry.

Output
Highest occupied orbital energy (alpha / beta), Ha: 0.1521 / -0.0243
2S+1: 2
Charge: -2
Calculated total energy, hartree: -402.7794
ΔE to the lowest compared entry with this formula, charge and spin, kcal per mole: 33.2
<S²>: 0.751

Geometry as XYZ:
```
20
Properties=species:S:1:pos:R:3:forces:R:3
C 2.38360 0.51060 -0.29016 -0.560 -0.292 0.860
N 1.35835 0.93440 0.67559 -0.405 0.518 -0.931
C 0.00037 0.36070 0.51412 0.918 -0.293 0.823
C -0.45205 0.22735 -0.93221 -0.556 0.047 0.011
C -1.99675 0.23824 -1.04822 0.097 -0.502 0.051
O -2.63049 -0.91847 -0.60452 0.029 -0.117 0.818
C -0.11391 -1.01094 1.25343 -0.253 0.019 -0.326
O -1.40418 -1.43060 1.50385 -0.733 0.350 -0.048
H 2.05479 0.76778 -1.29506 0.161 0.011 -0.110
H 3.32525 1.03425 -0.10114 0.089 -0.037 -0.020
H 2.54396 -0.57606 -0.23030 0.310 0.034 -0.310
H 1.65082 0.82938 1.63472 0.229 -0.201 -0.043
H -0.66240 1.02363 1.08434 -0.210 0.075 -0.248
H -0.07543 0.97588 -1.63998 0.129 0.345 0.484
H -0.03270 -0.71374 -1.30237 -0.266 -0.087 -0.144
H -2.40555 1.08311 -0.46816 0.311 0.430 -0.145
H -2.23352 0.43022 -2.11137 -0.129 -0.113 0.058
H 0.45195 -1.76409 0.66266 0.091 0.150 -0.008
H 0.45698 -0.88624 2.19447 -0.051 0.009 0.100
H -2.21909 -1.11539 0.50031 0.797 -0.348 -0.872
```
Positions in Å, forces in eV/Å.

Atom charges from the Mulliken analysis, given in e for atoms 1 to 6: number 1, C, carries -4.078; number 2, N, carries 0.387; number 3, C, carries -0.039; number 4, C, carries -0.887; number 5, C, carries -0.653; number 6, O, carries -0.712

DFT (ωB97M-V with the def2-TZVPD basis set) results for a cluster of 2 separate species, C5H12NO2 in total at a distorted geometry.

Output
Highest occupied orbital energy (alpha / beta), Ha: -0.1496 / -0.2736
2S+1: 2
Charge: 0
Calculated total energy, hartree: -402.8287
ΔE to the lowest compared entry with this formula, charge and spin, kcal per mole: 42.6
<S²>: 0.754

Geometry as XYZ:
```
20
Properties=species:S:1:pos:R:3:forces:R:3
O -1.67252 1.08191 1.64083 0.299 0.053 0.095
C -0.43872 1.43968 1.42842 -0.658 -0.436 0.317
C 0.40686 0.53654 0.60555 0.390 2.482 -1.312
N -0.48304 -0.34798 -0.19831 0.854 -1.471 0.034
C 0.43265 -0.93286 -1.23717 0.241 -0.246 0.487
C 1.38681 0.21104 -1.58491 0.364 0.356 -0.524
C 1.17579 1.29068 -0.49741 0.337 -0.234 -0.292
H -0.01189 2.38525 1.78231 0.016 -0.185 -0.032
H 1.24396 -0.10144 0.94996 -0.598 -0.658 0.843
H -0.82644 -1.03831 0.48652 -0.656 0.003 -0.354
H -1.29904 0.09393 -0.61028 -0.016 0.634 0.471
H 0.89326 -1.78872 -0.74909 0.280 0.040 -0.109
H -0.08874 -1.29982 -2.10893 -0.446 -0.035 -0.023
H 1.10829 0.57092 -2.57035 -0.181 0.353 -0.091
H 2.43468 -0.05737 -1.73831 -0.143 -0.445 0.449
H 0.61564 2.12247 -0.91068 -0.312 0.112 0.163
H 2.09952 1.70391 -0.08970 0.039 -0.135 -0.117
H -1.91990 -2.53766 2.15017 -0.028 -0.044 0.105
H -2.92338 -1.43644 1.78200 0.335 0.343 -0.008
O -2.13380 -1.89571 1.46939 -0.117 -0.489 -0.103
```
Positions in Å, forces in eV/Å.

Atom charges from the Mulliken analysis, given in e for atoms 1 to 6: number 1, O, carries -0.709; number 2, C, carries -0.625; number 3, C, carries 0.162; number 4, N, carries -0.094; number 5, C, carries -0.640; number 6, C, carries -0.450